Entry from OMol25: the molecule C5H11N3 at a distorted geometry (ωB97M-V/def2-TZVPD).

Cartesian coordinates (Å):
H: -3.013 -0.377 -0.518
C: 2.215 -1.003 0.451
H: 1.007 2.846 -0.096
H: -2.723 -0.966 1.122
H: 2.478 -1.441 -0.512
H: -1.311 -1.772 -0.805
N: -1.353 0.502 0.487
H: 1.530 -1.676 0.964
C: -2.673 -0.079 0.482
H: 3.122 -0.943 1.055
H: 0.197 -1.450 -1.526
H: -0.433 2.464 -0.917
N: 0.529 2.222 -0.734
H: -3.376 0.659 0.867
H: 2.213 1.114 0.879
N: -0.425 -1.299 -0.749
C: -0.400 -0.050 -0.162
C: 1.636 0.373 0.322
C: 0.780 0.878 -0.611

For the HOMO energy, the calculation gives -0.2781 Eh. The calculation puts the LUMO energy at 0.031 Ha. As for the HOMO-LUMO gap: 0.3088 hartree. The max |F| is 4.090 eV/A. The value obtained for the energy above the lowest of the compared OMol25 structures with the same formula, charge and spin is 256.89 kJ/mol.